Record 1
# C24H30N2O6Rb

A structure of composition C24H30N2O6Rb (ωB97M-V/def2-TZVPD, the OMol25 dataset).

Atoms and positions in Å:
Rb  0.465  1.088  -0.495
O  3.082  0.563  0.001
C  3.471  -0.524  0.500
C  4.452  -1.338  -0.180
C  4.904  -2.532  0.313
C  4.438  -3.036  1.541
C  3.506  -2.290  2.226
C  2.993  -1.072  1.753
C  1.962  -0.466  2.579
N  1.254  0.570  2.356
C  0.312  0.923  3.412
C  -0.702  1.959  2.958
N  -1.645  1.399  2.001
C  -2.109  2.142  1.073
C  -1.893  3.567  0.781
C  -2.015  4.562  1.750
C  -1.939  5.904  1.426
C  -1.732  6.250  0.085
C  -1.603  5.293  -0.895
C  -1.663  3.895  -0.598
O  -1.499  2.992  -1.482
H  4.818  -0.946  -1.123
H  5.641  -3.099  -0.249
H  4.807  -3.974  1.936
H  3.127  -2.660  3.176
H  1.787  -1.027  3.515
H  0.863  1.349  4.260
H  -0.225  0.037  3.778
H  -0.176  2.833  2.557
H  -1.260  2.291  3.843
H  -2.746  1.638  0.344
H  -2.204  4.270  2.778
H  -2.045  6.665  2.189
H  -1.671  7.299  -0.189
H  -1.442  5.578  -1.928
C  -2.766  -1.166  -0.207
C  -2.443  -2.648  -0.214
O  -1.137  -2.830  0.280
C  -0.267  -3.666  -0.449
C  1.116  -3.047  -0.442
O  1.151  -1.817  -1.132
C  1.446  -1.865  -2.509
C  0.236  -1.498  -3.346
O  -0.061  -0.142  -3.104
C  -1.400  0.271  -3.317
C  -2.416  -0.463  -2.456
O  -1.966  -0.449  -1.125
H  -2.541  -0.751  0.778
H  -3.833  -1.013  -0.421
H  -2.530  -3.053  -1.230
H  -3.166  -3.182  0.416
H  -0.623  -3.788  -1.480
H  -0.221  -4.665  0.009
H  1.843  -3.751  -0.864
H  1.417  -2.834  0.584
H  1.805  -2.860  -2.801
H  2.245  -1.142  -2.699
H  -0.603  -2.144  -3.071
H  0.455  -1.657  -4.412
H  -1.682  0.154  -4.373
H  -1.420  1.329  -3.052
H  -2.579  -1.492  -2.804
H  -3.375  0.067  -2.549

Computed properties:
* gap between HOMO and LUMO: 5.922 eV
* energy relative to the best compared isomer or geometry (same formula, charge and spin): 0.0000 eV
* electronic energy: -41295.9606 eV
* total charge: -1
* 2S+1: 1

Record 2
# C24H30N2O7S

A cluster of 2 separate species, C24H30N2O7S in total (ωB97M-V/def2-TZVPD, the OMol25 dataset).

Atoms and positions in Å:
C  -1.467  -2.667  1.145
C  -0.980  -1.947  2.376
C  0.296  -1.398  2.484
C  1.289  -1.389  1.388
O  0.928  -1.466  0.211
C  2.705  -1.107  1.674
C  3.713  -1.280  0.709
O  3.407  -1.721  -0.543
C  5.044  -1.005  1.017
C  5.393  -0.538  2.285
C  4.400  -0.360  3.250
C  3.061  -0.649  2.955
C  2.042  -0.504  3.992
C  0.731  -0.880  3.785
C  -0.204  -0.896  4.954
C  -1.674  -1.080  4.555
C  -2.383  0.249  4.273
C  -3.872  0.083  4.546
O  -4.375  0.832  5.363
O  -4.535  -0.915  3.904
O  -1.874  -1.963  3.432
H  -1.710  -1.959  0.350
H  -2.362  -3.251  1.376
H  -0.705  -3.360  0.777
H  2.422  -1.741  -0.595
H  5.801  -1.154  0.255
H  6.431  -0.316  2.518
H  4.677  -0.004  4.237
H  2.348  -0.156  4.974
H  0.078  -1.744  5.586
H  -0.077  0.010  5.556
H  -2.158  -1.534  5.428
H  -2.000  1.036  4.929
H  -2.223  0.567  3.241
H  -3.890  -1.427  3.391
C  -1.694  3.056  -4.892
N  -0.672  3.624  -4.013
C  0.128  3.063  -3.094
O  0.906  3.810  -2.514
C  0.180  1.552  -2.734
C  -0.104  0.531  -3.847
C  0.867  0.682  -5.028
S  0.285  -0.018  -6.597
C  -0.118  -1.713  -6.097
N  -0.513  1.208  -1.481
C  -1.781  1.491  -1.186
C  -2.215  1.262  0.244
O  -2.588  1.924  -1.993
H  -2.246  3.866  -5.371
H  -1.237  2.447  -5.673
H  -2.407  2.456  -4.327
H  -0.540  4.621  -4.076
H  1.235  1.398  -2.503
H  0.019  -0.474  -3.439
H  -1.134  0.614  -4.184
H  1.815  0.216  -4.761
H  1.060  1.740  -5.204
H  -0.404  -2.289  -6.977
H  -0.949  -1.705  -5.392
H  0.753  -2.176  -5.631
H  0.051  0.807  -0.746
H  -1.434  1.602  0.920
H  -2.412  0.206  0.392
H  -3.125  1.833  0.423

Computed properties:
* gap between HOMO and LUMO: 7.240 eV
* energy relative to the best compared isomer or geometry (same formula, charge and spin): 0.1408 eV
* electronic energy: -53523.8945 eV
* structure (SMILES): CC1=C2C(=O)c3c(O)cccc3C=C2C[C@@H](CC(=O)O)O1.CNC(=O)[C@H](CCSC)NC(C)=O
* 2S+1: 1

Record 3
# C24H30N4O3

The molecule C24H30N4O3 (ωB97M-V/def2-TZVPD, the OMol25 dataset).

Atoms and positions in Å:
C  0.933  5.749  -4.009
C  0.977  4.304  -4.511
C  0.956  3.348  -3.353
C  2.139  2.948  -2.744
C  2.126  2.101  -1.652
C  0.915  1.641  -1.153
N  0.902  0.805  -0.002
C  1.385  1.416  1.231
C  2.849  1.036  1.510
O  3.769  1.810  1.335
N  2.982  -0.222  1.951
C  4.258  -0.854  2.198
C  4.522  -1.985  1.178
C  4.720  -3.261  2.001
C  3.933  -2.994  3.280
C  4.268  -1.535  3.577
C  0.477  -0.472  0.027
O  0.488  -1.127  1.064
C  0.053  -1.109  -1.286
C  -1.080  -2.095  -1.016
C  -2.320  -1.355  -0.538
O  -2.432  -0.151  -0.571
N  -3.289  -2.202  -0.087
C  -4.552  -1.908  0.417
C  -5.050  -0.615  0.568
C  -6.325  -0.474  1.082
C  -7.054  -1.605  1.424
C  -6.462  -2.841  1.233
N  -5.245  -2.995  0.743
C  -0.278  2.051  -1.736
C  -0.249  2.893  -2.832
H  0.953  6.444  -4.845
H  0.026  5.922  -3.434
H  1.788  5.952  -3.367
H  0.117  4.122  -5.158
H  1.885  4.155  -5.098
H  3.083  3.304  -3.129
H  3.050  1.810  -1.176
H  0.754  1.071  2.056
H  1.313  2.499  1.131
H  2.152  -0.807  1.986
H  5.004  -0.058  2.131
H  3.649  -2.087  0.531
H  5.383  -1.768  0.547
H  5.776  -3.392  2.242
H  4.377  -4.149  1.473
H  4.212  -3.662  4.094
H  2.864  -3.103  3.091
H  3.559  -1.064  4.255
H  5.264  -1.465  4.014
H  0.920  -1.641  -1.686
H  -0.258  -0.359  -2.008
H  -1.328  -2.655  -1.920
H  -0.769  -2.796  -0.239
H  -3.103  -3.197  -0.094
H  -4.450  0.235  0.292
H  -6.747  0.512  1.216
H  -8.051  -1.527  1.828
H  -6.979  -3.759  1.480
H  -1.216  1.705  -1.328
H  -1.179  3.206  -3.285

Computed properties:
* gap between HOMO and LUMO: 9.493 eV
* energy relative to the best compared isomer or geometry (same formula, charge and spin): 0.6213 eV
* electronic energy: -37480.3689 eV
* structure (SMILES): CCc1ccc(N(CC(=O)NC2CCCC2)C(=O)CCC(=O)Nc2ccccn2)cc1
* 2S+1: 1